3 unconnected molecules or ions with the total composition C6H12O, computed with the ωB97M-V functional and the def2-TZVPD basis.

Results
E_LUMO, eV: 1.16
Molecular weight, g/mol: 100.16
Frontier orbital gap, eV: 10.530
HOMO energy, eV: -9.372
Relative energy (zero: lowest compared OMol25 entry of this formula, charge and spin), kcal/mol: 111.0
Energy, Ha: -310.88237
SMILES: OC1C=C1.[H][H].C=CC

Geometry (Å):
1 C 1.6843 0.3943 1.0313
2 C 1.4822 -0.6088 0.1796
3 C 1.9246 -0.5970 -1.2542
4 C -1.5037 -0.6516 -0.8908
5 C -2.2127 -0.5676 0.1995
6 C -2.0834 0.6805 -0.6003
7 O -1.3233 1.7916 -0.2119
8 H -0.5748 0.7289 2.3644
9 H 1.4504 0.2985 2.0868
10 H 2.1224 1.3368 0.7083
11 H 1.0296 -1.5314 0.5457
12 H 2.8479 -1.1807 -1.3473
13 H 2.1295 0.4211 -1.5989
14 H 1.1934 -1.0493 -1.9318
15 H -0.9171 -1.2705 -1.5537
16 H -2.6205 -1.0755 1.0624
17 H -1.1787 0.3512 2.1598
18 H -2.9302 1.0577 -1.1725
19 H -0.5199 1.4720 0.2235

Forces on atoms 1 to 2 (eV/Å):
0.09 -0.16 -0.10
0.17 0.14 0.18